[1]
This record from the OMol25 dataset describes a molecular structure, C10H21F3IIrO3P2 in a non-equilibrium geometry. The level of theory is ωB97M-V/def2-TZVPD.

Each line ends with the Mulliken charge.
Positions of all 41 atoms, in Å:
C: -0.01091 -0.13469 -2.85242  -1.00
I: -2.96685 0.10264 -2.56210  0.40
H: 0.79090 -0.08965 -2.00705  -0.32
H: 0.13934 0.74530 -3.47290  0.39
H: -0.02567 -1.07265 -3.41076  0.42
Ir: -0.90184 -0.05961 -1.03876  1.43
P: 0.18810 1.92145 -0.57759  1.03
C: -1.05022 3.07687 -1.29278  -1.34
C: 0.75455 2.74209 0.96870  -1.24
H: 1.51004 3.52289 0.77328  0.52
H: 2.29363 2.96256 -1.32663  0.45
H: 1.21623 2.03802 1.67685  0.27
H: 2.23888 1.20676 -1.54114  0.42
H: -2.02147 2.86425 -0.82651  0.40
H: -0.04980 3.25596 1.54659  0.45
C: 1.66608 2.11808 -1.62282  -1.29
H: -0.78052 4.12402 -1.15400  0.44
H: 1.40623 2.24551 -2.67699  0.37
H: -1.14477 2.86451 -2.36765  0.36
P: 0.17592 -2.04734 -0.35653  0.59
C: -1.07112 -3.30378 -0.86299  -1.22
C: 1.59457 -2.32297 -1.45207  -1.12
H: 1.43774 -1.88993 1.78206  0.33
H: 1.25149 -3.62348 1.23490  0.56
H: -0.12773 -2.73701 2.01151  0.39
C: 0.74503 -2.63854 1.32296  -1.26
H: 2.16752 -1.39331 -1.46415  0.38
H: 2.21386 -3.15850 -1.09547  0.43
H: -0.83251 -4.28580 -0.45421  0.46
H: -1.09125 -3.37110 -1.96150  0.38
H: 1.25544 -2.53107 -2.47465  0.38
H: -2.06112 -2.97946 -0.50825  0.35
C: -2.04730 -0.41892 0.44078  0.40
O: -3.05467 -0.72086 0.95350  -0.22
F: -0.97622 1.94357 4.54134  -0.19
C: -0.77289 0.60088 4.35015  0.61
F: -0.17307 0.08995 5.47806  -0.19
F: -2.00091 0.00639 4.29035  -0.18
C: -0.07643 0.21941 3.01183  0.51
O: -0.96759 0.00733 2.13778  -0.41
O: 1.15929 0.12027 2.83930  -0.19

Properties
Molecular weight (g mol⁻¹): 627.34
Charge: +3
HOMO level (spin up / spin down) (eV): -19.1 / -21.4
<S²>: 8.769
2S+1: 6



[2]
This record from the OMol25 dataset describes C7H7N3O2 in the gas phase in a non-equilibrium geometry. The level of theory is ωB97M-V/def2-TZVPD.

Each line ends with the Mulliken charge.
Positions of all 19 atoms, in Å:
O: -2.14039 0.05325 -0.63055  -0.59
C: -1.08294 0.80575 -0.72496  0.24
C: -1.12168 2.09215 -1.33666  -0.09
N: -0.14184 2.89086 -1.10462  -0.20
O: -0.27444 4.13321 -1.76290  -0.36
N: 0.12133 0.47214 -0.02009  -0.11
C: 0.42629 -0.71891 0.47375  0.67
C: 1.61775 -0.84505 1.25751  -0.39
C: 1.96586 -2.11458 1.68588  -0.36
C: 1.12943 -3.15523 1.46701  -0.40
N: -0.00485 -3.11122 0.80144  -0.59
C: -0.37697 -1.97113 0.33849  -0.58
H: -2.04251 2.31964 -1.91445  0.41
H: 0.25933 4.69030 -1.43156  0.29
H: 0.58304 1.22584 0.27456  0.28
H: 2.35045 0.09499 1.48680  0.16
H: 2.85820 -2.22187 2.20805  0.42
H: 1.38184 -4.01231 1.94508  0.43
H: -1.24079 -1.90876 -0.12422  0.75

Properties
Molecular weight (g mol⁻¹): 165.15
Structure (SMILES): O=C(/C=N/O)Nc1cccnc1
HOMO level (eV): -8.4
ΔE to the lowest compared entry with this formula, charge and spin (kcal/mol): 105.02
2S+1: 1



[3]
This record from the OMol25 dataset describes a molecular structure, C20H15CoN3O5. The level of theory is ωB97M-V/def2-TZVPD.

Each line ends with the Mulliken charge.
Positions of all 44 atoms, in Å:
Co: 0.09970 -0.22788 -0.36986  -0.12
O: 0.29947 -1.96088 4.65942  -0.67
C: -0.25381 -2.98156 3.98380  0.40
C: -0.59321 -4.11722 4.72428  -0.66
C: -1.16474 -5.20800 4.10705  -0.29
C: -1.41695 -5.20387 2.73470  -0.78
C: -1.08524 -4.08881 1.99968  -0.55
C: -0.50230 -2.96565 2.60015  0.32
C: -0.18006 -1.81498 1.74038  1.17
O: -0.43215 -1.87741 0.49272  -0.97
N: 0.37339 -0.74242 2.33465  -0.87
N: 0.59168 0.20093 1.39669  0.31
C: 1.08793 1.36108 1.61627  -0.10
C: 1.20541 2.19674 0.40557  0.61
C: 1.70393 3.48392 0.39720  -0.89
C: 1.75047 4.16545 -0.81622  -0.13
C: 1.30212 3.54510 -1.96580  -0.86
C: 0.81430 2.24595 -1.88124  0.10
N: 0.77229 1.59529 -0.72711  0.01
H: 0.47941 -1.23796 4.01763  0.61
H: -0.39359 -4.10745 5.78718  0.43
H: -1.42068 -6.07752 4.69964  0.37
H: -1.86726 -6.06235 2.25643  0.41
H: -1.26916 -4.05039 0.93475  0.43
H: 1.38407 1.70339 2.60083  0.46
H: 2.04326 3.94296 1.31480  0.40
H: 2.13451 5.17619 -0.85153  0.42
H: 1.32047 4.04574 -2.92277  0.39
H: 0.44919 1.70007 -2.74063  0.43
O: -4.09090 0.65375 -3.30389  -0.65
C: -3.34513 -0.10080 -4.12632  0.38
C: -3.86334 -0.40439 -5.38773  -0.69
C: -3.13535 -1.17867 -6.26714  -0.29
C: -1.87790 -1.67065 -5.91835  -0.79
C: -1.36405 -1.37025 -4.67384  -0.32
C: -2.07807 -0.58718 -3.76610  0.08
C: -1.51026 -0.26256 -2.43615  1.57
O: -2.15506 0.42344 -1.61067  -0.89
O: -0.33517 -0.68318 -2.15955  -0.78
H: -3.56774 0.74538 -2.47006  0.38
H: -4.84124 -0.01965 -5.64440  0.43
H: -3.55211 -1.40731 -7.24035  0.36
H: -1.31623 -2.28137 -6.61173  0.40
H: -0.39398 -1.74056 -4.37066  0.42

Properties
Molecular weight (g mol⁻¹): 436.29
HOMO level (spin up / spin down) (eV): -8.2 / -8.2
<S²>: 0.756
2S+1: 2